# 1
Computed, not measured: C25H35CoGeN5O6 as an isolated structure in a non-equilibrium geometry, with ωB97M-V with the def2-TZVPD basis set.

HOMO (alpha / beta), eV: -14.3058 / -14.6860
2S+1: 6
Frontier orbital gap (alpha / beta), eV: 8.57 / 5.24
Energy above the lowest of the compared OMol25 structures with the same formula, charge and spin, eV: 0.315
LUMO level (alpha / beta), eV: -5.7351 / -9.4462
Net charge: +2
E, Eh: -5157.971322

```
73
Properties=species:S:1:pos:R:3:mulliken_spin:R:1
Co 0.40 0.58 0.40 2.825
C 0.64 2.05 3.99 -0.001
C -0.03 0.79 3.60 0.010
N -0.19 0.34 2.36 0.022
C -0.86 -0.86 2.45 0.010
C -1.10 -1.14 3.77 0.012
N -0.57 -0.09 4.47 0.002
C -1.76 -2.26 4.53 -0.002
O -2.23 -3.26 3.83 0.000
O -1.80 -2.16 5.73 0.000
C -1.16 -1.61 1.19 0.020
O -1.81 -2.64 1.22 0.012
O -0.69 -1.06 0.13 0.131
H 1.00 2.56 3.10 0.000
H 1.48 1.85 4.65 0.001
H -0.05 2.70 4.52 0.001
H -0.63 -0.04 5.48 0.000
H -2.14 -3.18 2.85 0.000
N 7.40 0.10 1.08 0.000
C 6.63 -0.17 0.02 0.000
O 7.02 -0.59 -1.05 0.001
C 5.15 0.05 0.22 0.000
C 4.49 -0.18 1.43 0.003
C 3.12 -0.03 1.48 0.014
N 2.39 0.35 0.43 0.030
C 3.02 0.56 -0.74 0.057
C 4.38 0.40 -0.88 0.023
H 8.40 -0.05 0.99 0.000
H 7.06 0.55 1.90 0.000
H 5.03 -0.49 2.31 0.000
H 2.58 -0.21 2.40 0.000
H 2.40 0.86 -1.57 -0.043
H 4.86 0.55 -1.84 0.001
C -4.23 -3.08 -3.79 0.001
C -3.33 -1.95 -4.26 0.018
C -3.28 -0.81 -3.25 -0.034
C -2.22 0.21 -3.57 0.325
Ge -0.34 -0.03 -2.55 0.694
C 0.46 -1.90 -3.38 0.456
C 0.24 -2.98 -2.38 -0.026
C 0.86 -4.34 -2.84 0.098
C 2.36 -4.40 -2.66 0.010
H -4.24 -3.89 -4.52 0.000
H -5.25 -2.73 -3.66 0.000
H -3.89 -3.48 -2.84 0.000
H -3.70 -1.56 -5.21 -0.002
H -2.32 -2.33 -4.44 -0.003
H -3.12 -1.21 -2.24 0.017
H -4.26 -0.32 -3.21 0.032
H -2.48 1.22 -3.25 0.021
H -1.92 0.21 -4.61 0.010
H 0.50 1.02 -3.45 0.025
H 1.49 -1.59 -3.52 0.040
H -0.04 -2.06 -4.33 0.013
H -0.83 -3.15 -2.24 0.008
H 0.67 -2.73 -1.41 0.029
H 0.59 -4.54 -3.87 0.001
H 0.39 -5.10 -2.21 0.009
H 2.88 -3.72 -3.33 -0.007
H 2.70 -5.41 -2.90 0.005
H 2.65 -4.19 -1.64 0.000
O -0.33 2.10 -0.67 0.121
N -1.31 2.94 -0.41 -0.007
C -2.40 2.52 0.24 0.003
C -3.43 3.39 0.53 0.001
C -3.33 4.72 0.13 0.007
C -2.19 5.13 -0.56 -0.003
C -1.19 4.21 -0.82 0.010
H -2.41 1.47 0.52 0.002
H -4.30 3.04 1.06 0.000
H -4.12 5.42 0.35 0.000
H -2.08 6.15 -0.88 0.000
H -0.29 4.46 -1.36 0.000
```

# 2
Computed, not measured: C6H12N2O2 as an isolated structure in a non-equilibrium geometry, with ωB97M-V with the def2-TZVPD basis set.

HOMO, eV: -8.8404
Frontier orbital gap, eV: 8.87
Energy above the lowest of the compared OMol25 structures with the same formula, charge and spin, eV: 5.880
LUMO level, eV: 0.0272
E, Eh: -495.621430

```
22
Properties=species:S:1:pos:R:3:nbo_charge:R:1
C 0.55 -1.22 -0.95 -0.496
C 0.75 -1.11 0.63 -0.210
C -0.25 -0.07 -1.41 -0.155
C -0.98 0.46 0.39 0.095
C -2.11 -0.47 0.89 -0.649
C 1.16 1.19 1.36 -0.408
N 0.20 0.13 1.14 -0.456
N 0.44 0.99 -2.04 0.490
O -0.22 1.79 -2.76 -0.434
O 1.62 1.06 -1.92 -0.385
H 1.52 -1.03 -1.35 0.243
H 0.35 -2.20 -1.23 0.229
H 0.37 -2.04 1.00 0.199
H 1.95 -1.15 0.64 0.211
H -1.23 -0.16 -1.91 0.244
H -1.14 1.51 0.40 0.206
H -3.06 0.03 0.82 0.221
H -1.99 -0.67 1.92 0.233
H -2.17 -1.36 0.31 0.216
H 0.98 1.58 2.31 0.201
H 2.17 0.85 1.20 0.209
H 1.11 1.89 0.56 0.196
```

# 3
Computed, not measured: an isolated ion of composition C6H11N2O and charge +1 in a non-equilibrium geometry, with ωB97M-V with the def2-TZVPD basis set.

HOMO, eV: -12.5860
Frontier orbital gap, eV: 7.78
Energy above the lowest of the compared OMol25 structures with the same formula, charge and spin, eV: 4.523
SMILES: CN1C(=[NH2+])C[C@@H]2C[C@@]21O
LUMO level, eV: -4.8079
Net charge: +1
E, Eh: -419.590684

```
20
Properties=species:S:1:pos:R:3:nbo_charge:R:1
C -1.28 0.17 0.33 0.593
C -0.81 1.57 0.33 -0.550
C 1.34 1.25 -0.92 -0.421
C 0.71 1.54 0.39 -0.220
C 1.13 0.07 0.07 0.391
C 0.04 -2.27 -0.06 -0.399
N 0.05 -0.80 -0.19 -0.327
N -2.47 -0.26 0.06 -0.710
O 2.17 -0.55 0.71 -0.731
H -1.02 2.17 -0.56 0.293
H -1.44 2.05 1.17 0.279
H 0.86 1.14 -1.88 0.242
H 2.32 1.53 -0.98 0.238
H 1.28 1.94 1.26 0.278
H 0.36 -2.53 0.86 0.216
H 0.68 -2.58 -0.76 0.229
H -0.84 -2.79 -0.16 0.217
H -3.24 0.35 -0.23 0.430
H -2.84 -1.17 0.17 0.432
H 3.01 -0.83 0.39 0.520
```

# 4
Computed, not measured: C9H34N13NbO10P as an isolated structure in a non-equilibrium geometry, with ωB97M-V with the def2-TZVPD basis set.

HOMO, eV: -4.3884
Frontier orbital gap, eV: 6.11
LUMO level, eV: 1.7241
Net charge: -1
E, Eh: -2225.767785

```
68
Properties=species:S:1:pos:R:3:nbo_charge:R:1
C -0.41 -4.19 -2.54 -0.304
C -0.16 -3.14 -1.76 -0.514
Nb 0.25 -1.47 -0.25 1.736
C -1.62 -0.30 -0.84 -0.651
O -1.57 1.13 -0.52 -0.326
O -0.54 1.74 -1.18 -0.473
P 0.74 0.18 1.68 1.622
N 1.67 -0.59 2.78 -1.358
O 1.46 1.64 1.13 -1.033
O -0.79 0.61 2.37 -0.996
H -0.51 -5.29 -2.87 0.230
H 1.21 -0.51 -1.44 -0.410
H 1.75 -2.42 0.24 -0.375
H -0.79 -2.40 0.94 -0.423
H -2.50 -0.72 -0.22 0.211
H -1.80 -0.47 -1.98 0.190
H -0.41 2.62 -0.72 0.473
H 1.11 -0.61 3.67 0.355
H 2.38 1.50 0.78 0.536
H -1.35 -0.19 2.19 0.512
C 3.46 2.61 -2.01 0.779
O 3.49 2.16 -0.88 -0.688
N 4.15 2.05 -3.04 -0.848
N 2.73 3.70 -2.35 -0.832
H 4.14 2.40 -3.98 0.380
H 4.70 1.23 -2.83 0.408
H 2.21 4.14 -1.62 0.420
H 2.70 4.08 -3.28 0.384
C -4.71 -2.22 1.56 0.778
O -3.67 -1.81 2.04 -0.673
N -5.65 -2.86 2.30 -0.851
N -5.03 -2.07 0.26 -0.835
H -6.52 -3.21 1.93 0.382
H -5.45 -2.99 3.28 0.403
H -4.36 -1.60 -0.33 0.420
H -5.89 -2.40 -0.15 0.381
C -2.36 3.63 -4.32 0.768
O -2.82 4.37 -5.19 -0.695
N -3.10 3.17 -3.29 -0.851
N -1.07 3.22 -4.32 -0.851
H -2.74 2.56 -2.57 0.412
H -4.07 3.45 -3.25 0.397
H -0.49 3.54 -5.08 0.396
H -0.68 2.61 -3.62 0.415
C 3.94 -4.45 3.68 0.767
O 4.47 -5.48 3.28 -0.696
N 3.97 -3.29 3.00 -0.831
N 3.28 -4.39 4.87 -0.854
H 3.54 -2.44 3.32 0.420
H 4.45 -3.29 2.11 0.407
H 3.24 -5.24 5.41 0.394
H 2.84 -3.56 5.22 0.391
C 2.53 7.26 -0.75 0.773
O 2.63 6.45 -1.66 -0.676
N 3.61 7.80 -0.14 -0.844
N 1.33 7.66 -0.26 -0.843
H 3.55 8.46 0.62 0.385
H 4.52 7.52 -0.47 0.410
H 0.51 7.28 -0.69 0.412
H 1.23 8.32 0.49 0.386
C -2.16 -5.36 1.00 0.767
O -2.32 -4.59 0.07 -0.642
N -1.95 -6.69 0.84 -0.856
N -2.17 -4.94 2.29 -0.856
H -1.82 -7.33 1.60 0.378
H -1.94 -7.03 -0.11 0.402
H -2.33 -3.95 2.46 0.433
H -2.04 -5.55 3.08 0.374
```

# 5
Computed, not measured: one molecule with the formula C9H13N2P in a non-equilibrium geometry, with ωB97M-V with the def2-TZVPD basis set.

HOMO (alpha / beta), eV: -7.6540 / -6.6465
Frontier orbital gap (alpha / beta), eV: 7.73 / 5.45
Energy above the lowest of the compared OMol25 structures with the same formula, charge and spin, eV: 1.517
LUMO level (alpha / beta), eV: 0.0717 / -1.1926
E, Eh: -801.450160

```
25
Properties=species:S:1:pos:R:3:nbo_charge:R:1
C -3.55 0.70 0.76 -0.179
C -2.56 -0.17 1.31 -0.213
C -3.34 1.22 -0.53 -0.217
C -1.41 -0.48 0.59 -0.229
C -2.18 0.98 -1.24 -0.180
C -1.14 0.10 -0.74 0.136
C 0.85 -1.05 -1.17 -0.268
C 2.38 -0.45 -0.94 -0.189
C 2.73 -0.62 1.53 -0.419
N -0.05 -0.13 -1.48 -0.364
N 2.51 0.25 0.36 -0.706
P 1.78 1.73 0.55 0.447
H -4.39 0.81 1.31 0.201
H -2.74 -0.47 2.32 0.213
H -4.06 1.84 -0.91 0.206
H -0.50 -0.93 0.96 0.204
H -2.17 1.33 -2.30 0.220
H 1.07 -1.47 -2.09 0.223
H 0.65 -1.88 -0.44 0.171
H 3.25 -1.25 -0.89 0.200
H 2.54 0.31 -1.67 0.212
H 3.21 0.04 2.30 0.215
H 1.83 -0.87 2.02 0.190
H 3.40 -1.55 1.19 0.205
H 1.88 1.99 -0.81 -0.080
```

# 6
Computed, not measured: one molecule with the formula C3ClF2N in a non-equilibrium geometry, with ωB97M-V with the def2-TZVPD basis set.

HOMO, eV: -9.8554
Frontier orbital gap, eV: 9.71
Energy above the lowest of the compared OMol25 structures with the same formula, charge and spin, eV: 0.478
SMILES: N#CC(Cl)=C(F)F
LUMO level, eV: -0.1487
E, Eh: -828.937160

```
7
Properties=species:S:1:pos:R:3:nbo_charge:R:1
C -1.20 -0.86 0.00 0.214
C -0.40 0.29 -0.03 -0.347
C 1.07 0.20 0.02 0.832
N -1.92 -1.75 0.01 -0.252
F 1.86 1.23 0.01 -0.267
F 1.71 -0.95 0.03 -0.269
Cl -1.13 1.84 -0.03 0.088
```

# 7
Computed, not measured: a 4-piece molecular cluster, CH9NO3 overall in a non-equilibrium geometry, with ωB97M-V with the def2-TZVPD basis set.

HOMO, eV: -10.8835
Frontier orbital gap, eV: 11.69
Energy above the lowest of the compared OMol25 structures with the same formula, charge and spin, eV: 0.967
SMILES: C=N.O.O.O
LUMO level, eV: 0.8062
E, Eh: -323.932046

```
14
Properties=species:S:1:pos:R:3:nbo_charge:R:1
C 0.41 -0.63 2.09 -0.048
N 1.48 -1.09 1.47 -0.624
H 0.35 0.44 2.03 0.191
H -0.07 -1.16 2.92 0.163
H 1.52 -2.10 1.71 0.333
H -1.02 1.80 -0.78 0.492
H 0.08 2.69 -0.38 0.458
O -0.54 2.08 0.03 -0.953
H 1.41 -0.49 -2.00 0.482
H 1.05 -0.37 -0.41 0.517
O 0.68 -0.50 -1.31 -0.996
H -0.98 -0.14 -1.96 0.506
H -2.45 -0.64 -1.51 0.477
O -1.92 0.10 -1.90 -0.997
```